Entry A
# C3H6N4

The ion C3H6N4 with charge +2 (the ωB97M-V functional and the def2-TZVPD basis, OMol25).

Total charge   +2
Kohn-Sham gap (spin up / spin down)   8.79 / 7.19 eV
2S+1   3
Expectation value of S²   2.01
LUMO (spin up / spin down)   -11.260 / -15.424 eV

Last column: Löwdin spin population.
Cartesian coordinates (Å):
C -1.593 -1.212 0.068  0.072
C 0.325 0.150 0.010  0.057
C 1.736 0.418 -0.004  0.012
N -1.823 1.124 -0.093  1.013
N -2.406 -0.230 0.009  0.449
N -0.231 -1.062 -0.075  0.123
N -0.589 1.208 0.071  0.262
H -2.011 -2.211 0.227  -0.003
H 2.000 1.329 0.543  0.001
H 2.103 0.615 -1.030  0.003
H 2.352 -0.413 0.353  0.002
H 0.357 -1.895 -0.235  0.006
H -0.221 2.179 0.154  0.004

***

Entry B
# C3H6N4

The ion C3H6N4 with charge +2 (the ωB97M-V functional and the def2-TZVPD basis, OMol25).

Total charge   +2
Kohn-Sham gap (spin up / spin down)   10.97 / 7.54 eV
2S+1   3
Expectation value of S²   2.03
LUMO (spin up / spin down)   -9.433 / -14.319 eV

Last column: Löwdin spin population.
Cartesian coordinates (Å):
C 1.554 0.487 1.741  0.196
C 0.528 -0.201 -0.058  0.064
C -1.658 -0.150 -1.180  0.073
N 2.428 -0.135 0.915  0.619
N 1.855 -0.535 -0.110  0.603
N 0.356 0.479 1.154  0.046
N -0.315 -0.466 -1.027  0.331
H 1.816 0.922 2.700  0.001
H -2.256 -1.068 -1.379  0.031
H -1.828 0.372 -2.149  0.031
H -2.102 0.418 -0.360  0.001
H -0.498 0.871 1.558  -0.001
H 0.120 -0.993 -1.805  0.003

***

Which structure above is the least stable one? entry A is the least stable one.